Record 1
# C20H54N2O5

A 7-piece molecular cluster, C20H54N2O5 overall in a non-equilibrium geometry (wB97M-V/def2-TZVPD, OMol25).

Last columns: bonded neighbours and bond lengths (Å).
Cartesian coordinates (Å):
1 C -1.5020 1.0933 -3.6659  C2 1.536, H8 1.090, H9 1.090, H10 1.090
2 C -0.0702 1.2393 -4.2032  C1 1.536, N3 1.462, H11 1.090, H12 1.090
3 N 0.9242 1.5886 -3.1897  C2 1.462, C4 1.453, C6 1.497
4 C 1.9787 0.5993 -3.0499  N3 1.453, C5 1.546, H13 1.090, H14 1.090
5 C 1.3911 -0.7284 -2.5198  C4 1.546, H15 1.090, H16 1.090, H17 1.090
6 C 1.5095 2.9302 -3.5042  N3 1.497, C7 1.513, H18 1.090, H19 1.090
7 C 0.5466 4.0438 -3.1529  C6 1.513, H20 1.090, H21 1.090, H22 1.090
8 H -1.9327 1.9856 -3.2114  C1 1.090
9 H -1.6254 0.3349 -2.8927  C1 1.090
10 H -2.0971 0.7856 -4.5257  C1 1.090
11 H 0.2345 0.3362 -4.7321  C2 1.090
12 H -0.1299 1.9486 -5.0287  C2 1.090
13 H 2.4573 0.4495 -4.0177  C4 1.090
14 H 2.8150 0.8875 -2.4131  C4 1.090
15 H 0.8607 -0.6124 -1.5746  C5 1.090
16 H 0.6790 -1.1892 -3.2045  C5 1.090
17 H 2.1962 -1.4469 -2.3664  C5 1.090
18 H 1.8382 3.0060 -4.5407  C6 1.090
19 H 2.3555 3.1564 -2.8552  C6 1.090
20 H -0.3824 3.8821 -3.6997  C7 1.090
21 H 1.0086 4.9474 -3.5505  C7 1.090
22 H 0.3944 4.1334 -2.0773  C7 1.090
23 C -5.5109 -1.7318 3.7567  C24 1.499, H30 1.090, H31 1.090, H32 1.090
24 C -5.9085 -2.0390 2.3444  C23 1.499, N25 1.470, H33 1.090, H34 1.090
25 N -4.7659 -2.1323 1.4236  C24 1.470, C26 1.433, C28 1.477
26 C -4.2190 -0.8388 1.1367  N25 1.433, C27 1.519, H35 1.090, H36 1.090
27 C -2.8119 -0.9270 0.5713  C26 1.519, H37 1.090, H38 1.090, H39 1.090
28 C -5.1351 -2.8155 0.1672  N25 1.477, C29 1.525, H40 1.090, H41 1.090
29 C -5.5881 -4.2643 0.3168  C28 1.525, H42 1.090, H43 1.090, H44 1.090
30 H -5.3420 -0.6566 3.8168  C23 1.090
31 H -4.6417 -2.2866 4.1099  C23 1.090
32 H -6.3841 -1.9663 4.3654  C23 1.090
33 H -6.3364 -3.0364 2.4448  C24 1.090
34 H -6.7279 -1.3705 2.0802  C24 1.090
35 H -4.9054 -0.2135 0.5657  C26 1.090
36 H -4.1035 -0.3565 2.1074  C26 1.090
37 H -2.1335 -1.5559 1.1477  C27 1.090
38 H -2.9394 -1.2653 -0.4570  C27 1.090
39 H -2.4022 0.0803 0.4973  C27 1.090
40 H -4.3461 -2.8809 -0.5820  C28 1.090
41 H -5.7968 -2.1866 -0.4283  C28 1.090
42 H -6.5948 -4.2471 0.7345  C29 1.090
43 H -4.9515 -4.7534 1.0541  C29 1.090
44 H -5.5194 -4.7736 -0.6445  C29 1.090
45 C 1.1843 -2.6000 0.7275  C46 1.509, C49 1.531, H50 1.090, H51 1.090
46 C 2.5459 -2.1873 1.2301  C45 1.509, C47 1.558, H52 1.090, H53 1.090
47 C 2.7051 -2.9994 2.5498  C46 1.558, O48 1.420, H54 1.090, H55 1.090
48 O 2.0070 -4.1836 2.1957  C47 1.420, C49 1.405
49 C 0.8128 -3.8453 1.5369  C45 1.531, O48 1.405, H56 1.090, H57 1.090
50 H 1.1296 -2.7874 -0.3448  C45 1.090
51 H 0.4140 -1.8437 0.8785  C45 1.090
52 H 2.5552 -1.1071 1.3758  C46 1.090
53 H 3.3208 -2.3902 0.4909  C46 1.090
54 H 2.2450 -2.4819 3.3916  C47 1.090
55 H 3.7427 -3.2441 2.7769  C47 1.090
56 H 0.0199 -3.7051 2.2716  C49 1.090
57 H 0.4107 -4.6733 0.9531  C49 1.090
58 C 0.7603 1.6458 0.3040  O59 1.398, H60 1.090, H61 1.090, H62 1.090
59 O -0.3037 1.6747 -0.6016  C58 1.398, H63 0.960
60 H 0.4992 1.9118 1.3283  C58 1.090
61 H 1.1656 0.6356 0.3633  C58 1.090
62 H 1.4639 2.3934 -0.0624  C58 1.090
63 H 0.0707 1.7226 -1.4843  O59 0.960
64 C 1.7440 1.0992 3.8868  O65 1.398, H66 1.090, H67 1.090, H68 1.090
65 O 3.0519 1.5504 4.0902  C64 1.398, H69 0.960
66 H 1.0451 1.8567 3.5320  C64 1.090
67 H 1.6957 0.3942 3.0568  C64 1.090
68 H 1.4057 0.6703 4.8300  C64 1.090
69 H 3.5223 0.8166 4.4925  O65 0.960
70 C 4.2569 1.7189 1.2013  O71 1.415, H72 1.090, H73 1.090, H74 1.090
71 O 5.0695 1.4009 0.0880  C70 1.415, H75 0.960
72 H 3.6657 2.5754 0.8771  C70 1.090
73 H 3.6582 0.8846 1.5668  C70 1.090
74 H 4.8740 2.1011 2.0145  C70 1.090
75 H 5.7128 0.7512 0.3805  O71 0.960
76 C 4.4121 4.5169 -1.0707  O77 1.399, H78 1.090, H79 1.090, H80 1.090
77 O 4.9197 3.3758 -1.7021  C76 1.399, H81 0.960
78 H 4.8576 4.7572 -0.1053  C76 1.090
79 H 4.5077 5.4205 -1.6727  C76 1.090
80 H 3.3642 4.3537 -0.8188  C76 1.090
81 H 5.1023 2.6675 -1.0804  O77 0.960

Summary:
* frontier orbital gap: 8.8 eV
* lowest unoccupied orbital energy: 0.324 eV
* strongest force on any atom: 2.0 eV Å⁻¹


Record 2
# C20H56ClN2O17

A 8-piece molecular cluster, C20H56ClN2O17 overall in a non-equilibrium geometry (wB97M-V/def2-TZVPD, OMol25).

Last columns: bonded neighbours and bond lengths (Å).
Cartesian coordinates (Å):
1 Cl -11.9249 -14.5500 11.4108  O2 1.415, O3 1.404, O4 1.383, O5 1.377
2 O -11.4911 -13.3706 10.7607  Cl1 1.415
3 O -11.2363 -14.6563 12.6299  Cl1 1.404
4 O -13.2846 -14.4217 11.6277  Cl1 1.383
5 O -11.6408 -15.5770 10.5384  Cl1 1.377
6 C -10.1800 -7.0026 14.7821  O7 1.388, H15 1.090, H16 1.090, H17 1.090
7 O -9.7494 -6.1089 13.8109  C6 1.388, C8 1.426
8 C -10.4773 -4.9341 13.4612  O7 1.426, C9 1.543, H18 1.090, H19 1.090
9 C -10.8858 -5.1729 11.9928  C8 1.543, N10 1.499, H20 1.090, H21 1.090
10 N -11.7726 -6.3742 11.8602  C9 1.499, C11 1.454, H22 1.010
11 C -12.0250 -6.6659 10.4586  N10 1.454, C12 1.609, H23 1.090, H24 1.090
12 C -13.2478 -7.7051 10.3370  C11 1.609, O13 1.464, H25 1.090, H26 1.090
13 O -12.9719 -9.0204 10.9164  C12 1.464, C14 1.410
14 C -12.0007 -9.7663 10.2173  O13 1.410, H27 1.090, H28 1.090, H29 1.090
15 H -9.5304 -7.8778 14.7965  C6 1.090
16 H -11.2113 -7.3121 14.6129  C6 1.090
17 H -10.0789 -6.5414 15.7646  C6 1.090
18 H -9.9764 -3.9819 13.6362  C8 1.090
19 H -11.4350 -4.9307 13.9817  C8 1.090
20 H -9.9668 -5.3449 11.4325  C9 1.090
21 H -11.3303 -4.2259 11.6868  C9 1.090
22 H -11.2712 -7.1568 12.2552  N10 1.010
23 H -11.1052 -7.0005 9.9788  C11 1.090
24 H -12.2809 -5.7677 9.8967  C11 1.090
25 H -13.5173 -7.9151 9.3019  C12 1.090
26 H -14.1515 -7.4886 10.9067  C12 1.090
27 H -11.7479 -10.7563 10.5969  C14 1.090
28 H -11.0503 -9.2332 10.2431  C14 1.090
29 H -12.3509 -9.9558 9.2027  C14 1.090
30 C -14.9928 -15.9730 8.7696  O31 1.436, H39 1.090, H40 1.090, H41 1.090
31 O -15.3299 -17.1433 8.0083  C30 1.436, C32 1.330
32 C -14.9294 -18.2776 8.5754  O31 1.330, C33 1.464, H42 1.090, H43 1.090
33 C -15.3472 -19.4097 7.7461  C32 1.464, N34 1.454, H44 1.090, H45 1.090
34 N -14.8846 -20.7423 8.0997  C33 1.454, C35 1.506, H46 1.010
35 C -15.7164 -21.2475 9.2486  N34 1.506, C36 1.469, H47 1.090, H48 1.090
36 C -15.5113 -22.6998 9.3223  C35 1.469, O37 1.423, H49 1.090, H50 1.090
37 O -16.0662 -23.2617 10.5057  C36 1.423, C38 1.406
38 C -15.9870 -24.6571 10.6616  O37 1.406, H51 1.090, H52 1.090, H53 1.090
39 H -15.4822 -15.9643 9.7435  C30 1.090
40 H -15.3455 -15.0905 8.2359  C30 1.090
41 H -13.9231 -15.7843 8.8606  C30 1.090
42 H -15.3878 -18.3418 9.5622  C32 1.090
43 H -13.8435 -18.2200 8.6508  C32 1.090
44 H -14.9736 -19.1440 6.7572  C33 1.090
45 H -16.4078 -19.3005 7.5196  C33 1.090
46 H -14.0694 -20.5971 8.6780  N34 1.010
47 H -16.7975 -21.1515 9.1481  C35 1.090
48 H -15.4778 -20.7279 10.1766  C35 1.090
49 H -14.4501 -22.9056 9.4621  C36 1.090
50 H -15.8737 -23.2340 8.4440  C36 1.090
51 H -16.4406 -25.1441 9.7984  C38 1.090
52 H -16.4766 -24.9864 11.5780  C38 1.090
53 H -14.9270 -24.9109 10.6497  C38 1.090
54 O -14.4462 -11.3991 11.3627  H55 0.957, H56 0.957
55 H -13.8167 -12.0819 11.1306  O54 0.957
56 H -13.9222 -10.6003 11.4233  O54 0.957
57 C -16.2876 -15.5720 13.3388  C58 1.526, O60 1.410, H61 1.090, H62 1.090
58 C -15.8312 -14.4056 14.2101  C57 1.526, O59 1.427, H63 1.090, H64 1.090
59 O -16.8880 -13.6891 14.8471  C58 1.427, H65 0.960
60 O -15.2697 -16.4360 12.8861  C57 1.410, H66 0.960
61 H -16.8071 -15.1053 12.5020  C57 1.090
62 H -17.0248 -16.2218 13.8105  C57 1.090
63 H -15.2530 -13.7321 13.5774  C58 1.090
64 H -15.1165 -14.8641 14.8935  C58 1.090
65 H -16.8017 -13.9675 15.7618  O59 0.960
66 H -14.6648 -15.9504 12.3205  O60 0.960
67 C -10.5365 -16.4832 7.3516  C68 1.506, O70 1.397, H71 1.090, H72 1.090
68 C -10.5933 -17.7318 8.1918  C67 1.506, O69 1.408, H73 1.090, H74 1.090
69 O -10.4193 -18.8618 7.3692  C68 1.408, H75 0.960
70 O -9.3848 -16.5181 6.5609  C67 1.397, H76 0.960
71 H -10.5589 -15.6207 8.0177  C67 1.090
72 H -11.4512 -16.4710 6.7590  C67 1.090
73 H -11.6260 -17.8133 8.5311  C68 1.090
74 H -9.8141 -17.6923 8.9530  C68 1.090
75 H -9.7277 -18.5497 6.7811  O69 0.960
76 H -9.6043 -16.4528 5.6286  O70 0.960
77 C -9.7794 -10.5459 13.2760  C78 1.508, O80 1.502, H81 1.090, H82 1.090
78 C -9.0488 -11.7346 12.7043  C77 1.508, O79 1.444, H83 1.090, H84 1.090
79 O -7.6210 -11.5716 12.8447  C78 1.444, H85 0.960
80 O -9.4997 -9.3047 12.4772  C77 1.502, H86 0.960
81 H -9.4824 -10.2568 14.2841  C77 1.090
82 H -10.8337 -10.8204 13.3086  C77 1.090
83 H -9.2161 -11.7788 11.6281  C78 1.090
84 H -9.3474 -12.7043 13.1026  C78 1.090
85 H -7.4133 -11.0089 13.5942  O79 0.960
86 H -8.6332 -8.9745 12.7260  O80 0.960
87 C -8.0261 -16.0500 10.9075  C88 1.541, O90 1.421, H91 1.090, H92 1.090
88 C -7.7705 -14.5314 10.9546  C87 1.541, O89 1.422, H93 1.090, H94 1.090
89 O -8.2585 -13.8460 9.8088  C88 1.422, H95 0.960
90 O -7.0601 -16.5788 10.0092  C87 1.421, H96 0.960
91 H -9.0560 -16.3383 10.6972  C87 1.090
92 H -7.9005 -16.4678 11.9064  C87 1.090
93 H -6.7657 -14.1730 11.1781  C88 1.090
94 H -8.3179 -14.1486 11.8160  C88 1.090
95 H -9.2097 -13.7890 9.9250  O89 0.960
96 H -6.9446 -17.5156 10.1840  O90 0.960

Summary:
* frontier orbital gap: 9.5 eV
* relative energy (zero: lowest compared OMol25 entry of this formula, charge and spin): 131.3 kJ/mol
* lowest unoccupied orbital energy: 2.283 eV
* strongest force on any atom: 4.8 eV Å⁻¹
* total charge: -1